No. 1
Computed, not measured: a molecular structure, C37H33GeN4OPt, with the ωB97M-V functional and the def2-TZVPD basis.

Geometry as XYZ:
```
77
Properties=species:S:1:pos:R:3:forces:R:3:lowdin_charge:R:1
Pt -1.005 1.194 -0.300 0.17 0.26 0.35 0.927
C -1.574 -0.656 -0.585 -0.05 0.15 0.09 -0.279
C -1.922 -1.805 -0.769 -0.36 -0.39 -0.25 -0.118
C -2.216 -3.178 -1.093 0.09 0.14 0.15 -0.237
C -1.236 -3.964 -1.710 -0.02 -0.01 -0.03 -0.043
C -1.494 -5.292 -2.021 0.01 0.08 0.04 -0.072
C -2.731 -5.851 -1.728 0.02 0.02 0.00 -0.091
C -3.711 -5.078 -1.119 0.02 0.10 0.02 -0.087
C -3.456 -3.751 -0.799 -0.02 -0.04 0.01 -0.037
H -0.279 -3.518 -1.956 -0.05 -0.08 -0.01 0.091
H -0.728 -5.889 -2.501 -0.01 0.03 0.01 0.105
H -2.932 -6.886 -1.976 0.01 0.03 0.01 0.100
H -4.678 -5.510 -0.892 0.02 0.02 0.00 0.101
H -4.215 -3.143 -0.323 0.00 -0.02 -0.01 0.112
C -2.007 0.239 5.227 0.00 0.03 -0.16 -0.012
N -2.162 0.960 3.980 0.04 -0.04 0.17 -0.092
C -2.863 2.221 3.877 0.07 -0.05 -0.06 -0.030
C -2.631 2.583 2.408 -0.04 0.02 0.05 -0.479
O -3.062 3.574 1.871 0.00 -0.03 0.00 0.068
N -1.847 1.603 1.838 -0.10 -0.33 -0.11 0.059
C -1.613 0.675 2.785 0.07 -0.12 -0.02 -0.383
N -0.895 -0.421 2.559 -0.08 0.31 -0.13 0.237
H -1.640 0.909 6.004 0.01 0.05 0.01 0.096
H -1.283 -0.564 5.119 0.00 0.01 0.00 0.080
H -2.953 -0.191 5.555 -0.04 -0.01 -0.02 0.096
H -2.437 2.985 4.531 0.01 0.02 0.00 0.139
H -3.929 2.127 4.088 -0.03 -0.01 -0.01 0.139
H -0.612 -0.624 1.604 -0.05 -0.03 0.11 0.045
H -0.769 -1.139 3.246 0.00 -0.03 0.04 0.105
C 1.745 1.891 -2.755 0.07 -0.05 -0.15 -0.220
Ge 0.843 0.544 -1.664 -0.10 0.06 0.04 0.816
C 0.660 -0.979 -2.864 0.11 -0.23 -0.13 -0.335
C -0.473 -1.153 -3.660 0.20 -0.18 -0.12 -0.118
C -0.546 -2.204 -4.568 0.09 0.05 0.09 -0.086
C 0.511 -3.101 -4.685 0.01 0.09 0.04 -0.101
C 1.645 -2.940 -3.897 -0.05 0.10 0.03 -0.092
C 1.721 -1.880 -2.995 -0.19 -0.04 -0.18 -0.118
C 2.022 0.144 -0.123 0.13 0.15 -0.09 -0.246
C 2.861 1.154 0.288 0.03 -0.09 0.12 -0.102
C 3.613 1.066 1.486 -0.07 -0.02 -0.09 -0.070
C 3.498 -0.032 2.286 -0.07 -0.06 -0.05 -0.038
C 2.634 -1.099 1.918 0.01 0.03 0.01 -0.173
C 2.464 -2.231 2.757 0.01 0.03 -0.01 -0.048
C 1.612 -3.244 2.411 -0.03 0.07 -0.08 -0.089
C 0.900 -3.177 1.190 0.07 0.01 0.09 -0.068
C 1.055 -2.103 0.359 -0.01 -0.08 -0.25 -0.077
C 1.910 -1.022 0.698 0.00 -0.04 0.13 -0.192
H 2.646 1.422 -3.162 -0.04 0.03 0.03 0.033
H 2.024 2.783 -2.205 0.02 0.03 0.01 -0.012
H 1.106 2.173 -3.594 0.02 0.00 0.07 0.027
H -1.311 -0.477 -3.558 -0.06 0.05 0.02 0.100
H -1.434 -2.330 -5.176 0.02 -0.01 0.01 0.104
H 0.450 -3.924 -5.386 0.00 0.02 0.02 0.101
H 2.471 -3.636 -3.983 -0.02 0.01 0.00 0.101
H 2.611 -1.766 -2.382 -0.03 0.00 -0.01 0.105
H 2.950 2.057 -0.304 0.01 0.01 0.00 0.087
H 4.266 1.884 1.767 -0.01 -0.03 -0.01 0.104
H 4.057 -0.107 3.213 -0.03 0.00 -0.03 0.110
H 3.029 -2.279 3.681 -0.02 0.00 -0.03 0.109
H 1.493 -4.103 3.059 0.00 0.01 -0.01 0.099
H 0.231 -3.981 0.906 0.01 -0.01 0.00 0.103
H 0.501 -2.065 -0.578 0.31 -0.01 0.39 0.052
C -1.410 3.158 -0.967 -0.09 0.15 0.04 -0.225
C -0.295 4.074 -0.631 -0.15 -0.27 0.07 -0.298
C 0.027 4.359 0.702 -0.01 0.01 0.21 -0.031
C 1.077 5.196 1.027 -0.04 -0.04 0.11 -0.023
C 1.839 5.785 0.020 0.17 0.11 0.08 -0.236
C 1.520 5.532 -1.311 0.03 0.03 -0.13 -0.030
C 0.471 4.687 -1.623 0.07 0.08 -0.27 -0.061
C 2.946 6.653 0.356 -0.27 -0.21 -0.10 -0.185
N 3.830 7.338 0.621 0.01 0.01 0.01 0.146
H -1.666 3.149 -2.021 0.14 0.03 -0.11 0.053
H -2.297 3.352 -0.362 0.02 0.10 0.00 0.041
H -0.574 3.917 1.486 0.08 0.05 -0.03 0.088
H 1.314 5.407 2.062 -0.03 -0.03 0.00 0.119
H 2.100 6.002 -2.094 -0.02 -0.02 -0.02 0.122
H 0.231 4.497 -2.663 0.03 0.03 0.04 0.115
```
Positions in Å, forces in eV/Å.

Values from the calculation:
Frontier orbital gap (alpha / beta), eV: 7.6 / 6.4
<S²>: 0.766
HOMO (alpha / beta), eV: -7.52 / -8.13
Multiplicity: 2



No. 2
Computed, not measured: 2 unconnected molecules or ions with the total composition C4H5ClO in a non-equilibrium geometry, with the ωB97M-V functional and the def2-TZVPD basis.

Geometry as XYZ:
```
11
Properties=species:S:1:pos:R:3:forces:R:3:lowdin_charge:R:1
C 0.313 0.693 0.308 -0.68 1.63 3.14 -0.092
C -0.413 1.613 2.128 0.62 -1.16 -2.07 0.135
C -0.280 -0.345 -0.537 0.32 -0.85 -0.28 -0.877
C 0.556 -1.354 -1.374 -3.04 -0.31 0.61 -0.053
O -0.118 1.078 -0.861 0.14 -0.29 -0.46 0.004
Cl -1.934 -0.746 -0.290 -0.59 -0.27 0.04 0.720
H -0.324 2.705 2.187 0.12 0.01 -0.68 -0.040
H 0.152 1.232 2.977 0.20 -0.52 -0.09 -0.051
H 0.372 -2.434 -1.138 -0.45 1.06 0.27 0.091
H 1.520 -1.201 -0.987 1.86 0.52 -0.98 0.057
H 0.156 -1.241 -2.413 1.49 0.20 0.51 0.104
```
Positions in Å, forces in eV/Å.

Values from the calculation:
Frontier orbital gap (alpha / beta), eV: 8.4 / 7.8
HOMO (alpha / beta), eV: -9.01 / -8.33



DFT total energy? In order: -3920.20436; -690.57370 Eh.